Record 1
55
Properties=species:S:1:pos:R:3:forces:R:3 method="wB97M-V/def2-TZVPD" charge=-1 e_tot_ha=-5100.20691 homo_lumo_gap_ev="6.35 / 5.89" relative_energy_kj_mol=70.9 multiplicity=1
Pt -0.782491 -0.215059 -0.646500 -0.1100 -1.1273 -1.7933
C 1.364543 -4.278039 -1.182289 -0.1841 -0.0726 -0.1101
C 0.628414 -2.989683 -1.455384 0.5607 0.2912 -0.9874
S -0.803097 -2.672144 -0.637976 -0.3466 0.6387 1.2289
C 1.125936 -2.066957 -2.365046 0.1130 -0.9400 0.2804
C 2.392680 -2.321221 -3.141610 0.0131 0.2440 0.0819
S 0.340365 -0.593251 -2.613640 -0.0526 0.3917 0.6434
H 0.862207 -4.838825 -0.397435 0.0036 -0.0119 0.0042
H 2.380887 -4.055833 -0.845898 -0.0183 -0.0088 0.0163
H 1.441855 -4.910471 -2.070839 -0.0026 0.0163 0.0101
H 2.622844 -3.383006 -3.218892 -0.0341 0.0122 -0.0204
H 3.237372 -1.823271 -2.651918 0.0167 -0.0408 -0.0254
H 2.313191 -1.908326 -4.147442 0.0340 -0.0095 -0.0122
Br 0.038650 -1.887109 3.109544 -0.1151 -0.1008 0.0418
C -1.846948 -1.699459 2.881463 0.0518 -0.0575 0.0317
C -2.694486 -2.197296 3.859799 -0.0297 -0.0139 0.0075
C -4.055369 -2.033074 3.652062 0.0070 -0.0130 0.0269
C -4.502060 -1.386946 2.510341 0.0373 0.0025 -0.0445
C -3.561303 -0.924964 1.599494 0.0985 -0.1129 0.0923
N -2.253511 -1.087945 1.799884 0.0045 -0.1821 -0.1401
C -4.012461 -0.189629 0.334721 -0.1202 0.0887 -0.2127
O -5.217875 0.056015 0.263382 0.0197 -0.0420 -0.0147
O -3.120790 0.111749 -0.516484 0.1130 -0.0698 0.3319
H -2.296342 -2.687265 4.736417 -0.0130 -0.0043 -0.0116
H -4.760615 -2.410861 4.382832 0.0011 0.0142 0.0011
H -5.547020 -1.222329 2.292908 0.0024 -0.0002 0.0219
Cl -0.563628 2.271195 -4.304014 0.1097 -0.0286 0.0896
C 0.614580 2.664384 -3.065666 0.0435 0.1204 -0.2392
C 1.798061 3.254414 -3.490090 -0.1045 -0.0434 -0.0102
C 2.734541 3.652483 -2.553407 0.0674 0.0303 0.0062
C 2.463420 3.489055 -1.201189 -0.1317 -0.0496 0.0486
C 1.272925 2.905290 -0.796870 0.2485 0.0545 0.0475
C 0.333178 2.441864 -1.720879 -0.6382 -0.2302 0.1176
C -0.915550 1.761389 -1.249884 0.1786 -0.0330 0.2140
H 1.965745 3.401101 -4.548595 0.0067 -0.0090 0.0057
H 3.664317 4.102108 -2.880647 -0.0126 -0.0011 0.0078
H 3.177143 3.810893 -0.453172 0.0004 0.0073 -0.0092
H 1.066711 2.781782 0.259328 0.0139 0.0319 -0.0203
H -1.698000 1.659876 -1.994129 -0.0607 0.4078 -0.0374
H -1.277517 2.187189 -0.324085 -0.1415 0.5131 -0.2042
C -1.601640 1.680035 2.081464 0.0896 0.1701 0.0298
C -0.163731 1.284901 1.909764 -0.1796 -0.0621 -0.3472
C 0.885951 1.588995 2.739679 0.3941 -0.0294 -0.0007
C 2.057320 1.016065 2.168446 -0.1700 0.3000 0.3024
C 1.680004 0.393251 1.006672 -0.3800 -0.0410 -0.1566
C 2.561600 -0.326665 0.045314 -0.0235 -0.0913 0.0612
N 0.318406 0.550513 0.841091 0.6192 -0.0185 0.6878
H -1.693371 2.760674 2.218400 0.0495 0.0119 0.0033
H -2.047179 1.200840 2.955928 0.0338 0.0310 0.0058
H -2.202467 1.401427 1.220246 -0.0175 0.0272 0.0528
H 0.811740 2.151075 3.659511 -0.0050 -0.0059 -0.0228
H 3.065824 1.063723 2.554521 -0.0264 -0.0177 -0.0184
H 3.603723 -0.079475 0.256614 -0.0272 -0.0187 0.0402
H 2.347248 -0.039747 -0.981915 0.0363 0.0736 -0.0765
H 2.446075 -1.413438 0.116071 -0.0228 0.0082 -0.0259


Record 2
48
Properties=species:S:1:pos:R:3:forces:R:3 method="wB97M-V/def2-TZVPD" charge=0 e_tot_ha=-2585.18343 homo_lumo_gap_ev="6.02 / 6.92" relative_energy_kj_mol=7.1 multiplicity=2
C 0.221289 -0.685644 -0.871153 -3.9415 4.1190 -2.6095
C -1.425260 0.389803 -3.406360 1.5680 -2.9932 -4.1103
C -1.312947 -0.155858 -0.895830 4.7007 -2.2003 4.2094
H 0.867270 0.151491 -0.594877 0.0250 -0.4767 0.2002
C -2.616359 -0.429440 -3.263857 -0.3667 -2.7153 -5.0481
H -1.466419 1.150081 -4.202954 -0.3036 -0.0131 0.3536
H -1.423693 0.341721 0.079792 -0.3486 -0.1680 0.1097
H -3.366950 -0.387994 -4.061959 0.1829 0.2073 0.2286
C -2.168940 -1.408396 -1.001657 -0.6467 -0.4629 0.2772
H -3.076445 -1.305831 -0.387439 0.0838 -0.0897 -0.1471
H -1.617815 -2.266361 -0.594573 -0.2765 0.1152 -0.0824
C 0.496296 -1.146924 -2.264414 0.2157 -0.9731 -0.5004
H 0.023031 -2.130892 -2.418318 0.2089 0.2119 -0.1577
H 1.581396 -1.297199 -2.388201 -0.2295 -0.0566 -0.2394
C 0.012366 -0.160720 -3.387876 0.5843 0.4360 0.9874
H 0.228170 -0.641063 -4.357760 -0.3431 0.1658 0.1542
H 0.677878 0.717648 -3.343197 -0.0806 -0.1883 -0.0090
C -2.596433 -1.711493 -2.471478 -0.4888 -0.4503 -0.0360
H -1.947721 -2.483035 -2.918227 -0.0853 0.3921 0.0985
H -3.607904 -2.150070 -2.456794 0.2952 0.1232 -0.1480
Cu -2.433228 0.789661 -2.053126 -1.6757 5.2241 5.3620
H 1.479897 -1.498024 0.059067 1.0330 -0.1512 1.2824
C 4.149147 -2.777206 1.831679 -0.2972 0.2996 -0.0713
C 4.063188 -2.000130 2.994331 -0.1409 -0.1404 -0.3005
C 3.075067 -1.022522 3.094083 -0.1170 0.0125 -0.3122
C 2.184774 -0.788887 2.031072 0.2846 -0.1032 0.3223
C 2.240331 -1.600786 0.885773 0.0397 -0.0743 -0.2036
C 3.230503 -2.576538 0.786386 0.2789 -0.0623 0.5257
C 1.210587 0.332217 2.177300 -0.2593 1.2103 -0.7017
C 0.426619 0.477159 3.350654 -0.4395 0.0602 0.0101
C -0.602851 1.394435 3.368414 0.4022 -0.3401 0.1135
C -0.841990 2.207085 2.235586 0.4171 0.0052 -1.1000
C -2.021295 2.960892 2.022013 -0.1753 0.3289 -0.1880
C -2.241432 3.617228 0.820422 -0.0969 -0.2446 0.6077
C -1.256675 3.611962 -0.192186 0.7003 -0.2209 0.1599
C -0.070092 2.927891 -0.000751 -0.2122 0.1868 -0.1303
C 0.124950 2.146877 1.166929 -0.7339 -0.4968 1.0346
N 1.115461 1.220192 1.190539 0.5309 -0.4933 0.2738
H 4.924394 -3.537272 1.737755 -0.1823 0.1784 0.0304
H 4.763730 -2.150849 3.816030 -0.1733 0.0076 -0.2276
H 2.988339 -0.402045 3.990085 0.1618 -0.1985 -0.2603
H 3.292411 -3.193958 -0.111193 -0.0462 0.1393 0.2512
H 0.635615 -0.195205 4.180022 -0.2870 0.1748 -0.0605
H -1.267861 1.476015 4.226511 0.1242 -0.0608 -0.1119
H -2.764019 2.983907 2.823311 0.1130 0.0477 -0.2998
H -3.179931 4.148419 0.652916 0.2678 -0.1251 0.1057
H -1.428473 4.148120 -1.125555 0.0457 -0.0777 0.2430
H 0.722021 2.911538 -0.750935 -0.3158 -0.0692 0.1149


Record 3
84
Properties=species:S:1:pos:R:3:forces:R:3 method="wB97M-V/def2-TZVPD" charge=+1 e_tot_ha=-4796.10148 homo_lumo_gap_ev=9.24 relative_energy_kj_mol=0.0 multiplicity=1
C 5.168954 -2.994624 1.730838 -0.1181 -0.2412 0.0604
C 4.313599 -4.155834 1.235634 0.2843 0.2461 0.1019
C 4.036253 -4.141106 -0.256308 -0.6639 -0.0658 0.0675
C 3.382163 -2.841071 -0.763334 0.0641 -0.0751 0.3259
C 1.983518 -2.759674 -0.284431 -0.5760 -0.0418 0.1488
N 1.036923 -3.660708 -0.611970 0.2109 0.4830 0.2593
C -0.109140 -3.296478 0.031240 0.1813 0.3117 0.1308
N -1.283161 -4.087549 -0.079714 -0.2560 1.4296 1.1422
C -1.619763 -4.564059 1.245244 0.1445 -0.2936 -0.8083
O -0.934081 -5.303159 1.830310 0.5769 -0.3625 0.6567
F -2.767812 -4.103410 1.668604 -0.5336 0.0401 -0.0228
C -2.353681 -3.376110 -0.767861 0.5300 -0.4300 0.0963
O -2.793915 -3.766109 -1.771623 -0.6105 -0.1906 -0.8946
F -2.727100 -2.272840 -0.183928 -0.0055 0.5091 0.3827
N 0.062490 -2.205922 0.734578 0.2666 -0.6663 -0.6501
N 1.383422 -1.876763 0.524200 -0.2611 -0.8270 -0.3648
P 2.187480 -0.403925 1.226718 0.3803 0.0365 -0.2375
O 1.079911 -0.163436 2.343812 -0.0344 0.2320 -0.1391
I 1.599350 1.162520 -0.551325 -0.0260 -0.0342 0.0897
H 4.591687 -2.091308 1.885857 -0.1120 0.2805 -0.1103
H 5.979654 -2.782133 1.041623 0.2050 0.0703 -0.0732
H 5.592556 -3.247130 2.694614 0.1869 -0.0010 0.1706
H 4.826147 -5.082796 1.464476 0.0369 -0.2598 0.0156
H 3.382857 -4.183849 1.800635 -0.2169 -0.0383 0.0456
H 4.921566 -4.362186 -0.837906 0.2734 0.1652 -0.0864
H 3.329694 -4.943540 -0.459408 0.0634 -0.3271 -0.1990
H 3.347623 -2.834770 -1.847217 0.0699 0.1012 -0.2637
H 3.929723 -1.970975 -0.423923 0.1435 0.2289 -0.0365
H 1.151871 -4.465504 -1.209745 -0.0167 -0.1441 -0.0528
H 0.907754 0.789730 2.440787 -0.2498 -0.0597 0.3463
C -4.931084 -7.535390 -5.204002 -0.4175 -0.2802 0.2397
C -4.754481 -7.010680 -6.638203 0.1021 0.2771 0.1859
C -3.756719 -7.732549 -7.547476 -0.0298 -0.0567 -0.1775
F -2.501817 -7.632643 -7.061302 -0.0039 -0.0027 0.0894
F -3.783186 -7.147776 -8.764263 0.0133 -0.0076 0.0424
F -4.477905 -5.689832 -6.611530 0.0213 -0.0456 -0.0184
F -5.964263 -7.168659 -7.243703 -0.0633 -0.0935 -0.0220
O -4.254222 -6.832535 -4.175035 0.2328 0.2486 -0.3186
C -2.991344 -7.151168 -3.778405 -0.2205 -0.1576 0.0293
C -2.046208 -5.966975 -3.977949 0.2147 0.2745 -0.1787
F -1.964965 -5.631125 -5.278514 0.0247 -0.1192 0.0023
F -0.795663 -6.314920 -3.557408 0.0110 -0.0082 0.0853
F -2.522026 -8.263873 -4.364056 0.0202 0.0224 -0.0547
F -3.025978 -7.385081 -2.442360 0.0384 -0.0531 0.1090
H -5.983372 -7.371376 -4.980773 -0.0131 0.0441 -0.0142
H -4.766646 -8.610469 -5.140951 0.2050 0.0063 -0.1158
H -4.023651 -8.787083 -7.656511 0.0179 0.0015 0.0270
H -2.379450 -5.103755 -3.408480 -0.1026 -0.1103 0.0121
C -0.135418 2.822402 5.401696 0.2519 -0.2938 0.4732
C 0.286608 3.056026 3.942461 -0.4464 0.1173 0.0992
C 0.656262 4.478970 3.514565 0.2399 0.2567 -0.0334
F -0.395643 5.311548 3.610727 -0.0756 -0.1123 0.0649
F 1.040116 4.448540 2.217957 -0.0512 -0.2501 -0.1118
F -0.638641 2.545288 3.100202 0.0687 -0.0606 -0.0697
F 1.434549 2.316081 3.747398 0.0718 0.0162 0.0050
O -1.516910 2.716903 5.655152 -0.0639 0.1194 -0.5331
C -2.287817 3.814641 5.952538 0.1074 -0.0971 0.2510
C -3.405450 3.993369 4.921813 -0.1487 0.0114 -0.0573
F -2.874243 4.180717 3.694436 0.0217 0.0199 0.0027
F -4.126103 5.082337 5.249924 -0.0062 0.0180 -0.0213
F -1.551370 4.930449 6.083087 0.0315 0.0165 -0.0968
F -2.882761 3.581307 7.137010 -0.0055 0.0161 0.0866
H 0.252383 1.833978 5.645524 0.0152 -0.0234 -0.0281
H 0.356994 3.520331 6.078484 -0.0232 0.1893 -0.1483
H 1.482038 4.869175 4.115296 -0.0057 -0.0466 0.0179
H -4.050157 3.112765 4.906289 0.0054 -0.0003 0.0202
C 0.807511 7.648812 0.823777 -0.4956 -0.1550 0.2525
C 2.280510 7.580606 1.262222 -0.0649 -0.1005 -0.4169
C 2.976533 8.890193 1.640165 0.1301 0.0249 0.1383
F 3.051955 9.718780 0.584048 -0.0569 -0.0173 -0.0432
F 4.236212 8.602435 2.043741 -0.0415 0.0105 -0.0113
F 3.005424 6.917483 0.339163 0.0222 0.0412 0.0434
F 2.297225 6.828400 2.407303 -0.0010 0.1147 0.1908
O 0.545789 7.598142 -0.564423 0.5181 0.0322 -0.0639
C 0.474268 8.729080 -1.334418 -0.2283 -0.0914 0.1393
C 1.526763 8.704421 -2.445733 0.0725 -0.0068 -0.1335
F 2.763827 8.654817 -1.913458 -0.0027 0.0310 0.0143
F 1.415071 9.833395 -3.174766 0.0188 0.0145 -0.0165
F 0.551963 9.852707 -0.604465 0.0879 0.0129 0.0360
F -0.730864 8.726922 -1.943923 -0.0914 0.0412 -0.0212
H 0.366405 6.730181 1.205008 0.0238 -0.0368 0.0049
H 0.279065 8.468429 1.310195 0.1738 0.1588 -0.0376
H 2.449279 9.385897 2.459916 -0.0143 0.0083 -0.0254
H 1.375064 7.835082 -3.088466 -0.0258 0.0052 0.0056


Record 4
57
Properties=species:S:1:pos:R:3:forces:R:3 method="wB97M-V/def2-TZVPD" charge=-1 e_tot_ha=-2094.23097 homo_lumo_gap_ev=6.75 multiplicity=1
C 3.243029 -4.291321 -1.856383 0.0414 0.5581 0.0805
N 3.193337 -2.849223 -1.927042 0.5602 -0.8785 -0.6233
C 4.356345 -2.178543 -2.471615 -0.4859 -0.0879 0.3884
C 2.141212 -2.113544 -1.390756 -0.8583 0.6917 0.7055
C 2.301691 -1.397409 -0.190563 -0.1875 -0.3625 -0.5373
C 1.300929 -0.541532 0.255377 -0.2544 -0.0686 -0.1771
C 0.230882 -0.245833 -0.591228 -0.4900 0.0842 0.4233
C -0.866275 0.779909 -0.147798 1.9459 2.4737 -1.9518
C -0.156279 1.912399 0.549086 1.0477 1.8094 0.6893
C 1.003776 2.448503 -0.180182 -1.1187 -0.7418 0.7335
O 1.283396 2.206169 -1.337994 0.4886 -0.0195 0.0560
O 1.808025 3.337785 0.510121 -0.1080 0.4434 0.4510
C 1.387054 3.739176 1.832737 -0.2879 0.0931 -0.7523
C 2.110185 5.070062 2.106084 -0.3639 -0.2177 -0.2637
C 1.763244 2.712784 2.881654 0.0329 -0.3543 0.2446
O -0.028818 3.982658 1.822887 0.6981 0.0549 -0.1109
C -0.833081 3.053156 1.160239 0.9662 -1.3011 -0.8108
O -2.007813 3.315486 1.067363 -0.8307 0.0531 0.5993
C -1.877483 0.027378 0.541340 -3.3159 -1.2494 2.7735
C -2.483310 -1.077541 -0.293958 -0.1784 -0.1239 -0.1316
C -2.332250 -2.433385 0.016353 -0.0091 0.4945 -0.1742
C -2.765101 -3.406179 -0.884991 -0.0976 0.0980 0.0408
C -3.375842 -3.037308 -2.087744 0.0275 0.3628 0.1383
C -3.578895 -1.679641 -2.377222 0.0356 -0.0888 0.3104
C -3.155923 -0.708421 -1.470269 0.2813 -0.1947 -0.0240
S -3.755913 0.780100 1.254040 1.6232 0.2190 -1.5219
O -4.503480 -0.424373 1.530038 -0.0180 0.1137 0.3718
O -4.307171 1.755424 0.337949 -0.0821 -0.3791 0.9727
C -3.441987 1.506863 3.041475 0.4733 0.5327 -0.7083
F -3.803705 2.791173 3.099002 0.1154 -0.8928 0.2091
F -2.115311 1.392438 3.310597 -1.0230 0.0484 0.0286
F -4.125249 0.809641 3.959245 0.3020 0.3129 -0.4009
C 0.087408 -0.946499 -1.790859 -0.5295 -0.0390 0.2623
C 0.927399 -1.997074 -2.100331 0.8537 0.4439 -0.0793
H 2.275877 -4.690027 -1.526130 0.2504 0.1055 -0.1127
H 3.489215 -4.690948 -2.847708 -0.0283 -0.2347 0.0786
H 4.021713 -4.611171 -1.146896 -0.0562 -0.2630 -0.0237
H 4.097722 -1.138799 -2.714609 0.1309 -0.3049 0.0703
H 5.191976 -2.185072 -1.756509 0.1558 0.1069 -0.1405
H 4.672832 -2.698287 -3.384805 0.0785 0.1208 0.0131
H 3.222642 -1.521083 0.377275 -0.1582 -0.0235 -0.0830
H 1.371609 -0.079629 1.240127 0.0150 0.0849 -0.3728
H -1.299355 1.225027 -1.054962 -0.0580 -0.4412 -0.3182
H 1.877754 5.790393 1.315374 -0.0088 -0.1745 0.1228
H 1.802874 5.486164 3.068782 -0.0395 -0.1207 -0.0797
H 3.191511 4.900387 2.122106 -0.1816 -0.0379 -0.0317
H 1.250813 1.762547 2.700676 0.1182 0.2460 0.0098
H 2.848935 2.556597 2.862366 -0.2126 0.0147 0.0197
H 1.470635 3.090763 3.869109 0.0807 -0.0666 -0.1734
H -1.588564 -0.220158 1.574137 0.2240 -0.6022 -0.5204
H -1.840137 -2.686150 0.956028 -0.0961 -0.1243 -0.2835
H -2.627725 -4.460078 -0.640673 -0.0314 0.2445 -0.1025
H -3.709483 -3.799786 -2.790696 0.1065 0.1479 0.1539
H -4.059149 -1.362534 -3.306185 0.1028 -0.2101 0.2930
H -3.297054 0.356138 -1.679959 -0.0016 -0.4066 0.0051
H -0.723356 -0.662025 -2.465119 0.1524 -0.3188 0.2753
H 0.734689 -2.655549 -2.948380 0.2032 0.3696 -0.0109


no.,maximum force (eV Å⁻¹)
1,2.1
2,7.7
3,1.8
4,4.5